w:
A cluster of 2 separate species, C2H2F2P in total, computed with ωB97M-V with the def2-TZVPD basis set.

Element x y z (Å)
C (0.01, -0.07, -0.12)
C (0.45, 0.80, -0.82)
F (-0.23, -1.44, -2.74)
F (1.98, 0.00, -2.46)
P (1.08, -1.54, -1.90)
H (-0.50, -0.76, 0.44)
H (0.93, 1.41, -1.38)

## Properties
Total charge ... +1
Gap between HOMO and LUMO ... 9.32 eV
Molar mass ... 95.0 g/mol
HOMO energy ... -17.357 eV

Atom charges from the Mulliken analysis, given in e for atoms 1 to 5: atom 1 (C): -0.713, atom 2 (C): 0.057, atom 3 (F): -0.046, atom 4 (F): -0.339, atom 5 (P): 0.950


x:
A structure of composition C2H2F2P, computed with ωB97M-V with the def2-TZVPD basis set.

Element x y z (Å)
C (0.50, 0.34, 0.50)
C (-0.28, -0.20, -0.29)
F (2.69, -1.29, -0.24)
F (2.72, 1.58, -0.64)
P (2.51, -0.10, 0.69)
H (0.46, 1.05, 1.29)
H (-1.11, -0.41, -0.91)

## Properties
Total charge ... +1
Gap between HOMO and LUMO ... 8.89 eV
Molar mass ... 95.0 g/mol
HOMO energy ... -17.193 eV

Atom charges from the Mulliken analysis, given in e for atoms 1 to 5: atom 1 (C): -0.380, atom 2 (C): 0.210, atom 3 (F): -0.067, atom 4 (F): -0.421, atom 5 (P): 0.864


The most stable arrangement is w, and the next structure is 1.115 eV less stable.


w:
A cluster of 3 separate species, C7H13NO in total, computed with ωB97M-V with the def2-TZVPD basis set.

Element x y z (Å)
C (-2.13, -0.43, -0.21)
C (-2.49, -0.92, 1.16)
C (-2.69, 0.88, -0.66)
C (3.04, 1.33, -0.31)
N (0.06, 0.06, 0.19)
C (0.31, -0.29, -0.97)
C (2.48, 0.00, 0.00)
C (3.08, -1.07, 0.47)
O (0.29, -0.41, -2.13)
H (0.22, -0.48, 1.01)
H (-2.10, -1.20, -0.97)
H (-2.32, -0.14, 1.91)
H (-3.78, 0.82, -0.77)
H (-3.55, -1.21, 1.21)
H (-1.91, -1.81, 1.44)
H (-2.49, 1.67, 0.07)
H (-2.28, 1.19, -1.62)
H (2.82, 1.62, -1.34)
H (4.14, 1.36, -0.18)
H (2.60, 2.10, 0.32)
H (4.14, -1.08, 0.74)
H (2.55, -2.00, 0.66)

## Properties
Gap between HOMO and LUMO (spin up / spin down) ... 6.99 / 8.63 eV
Molar mass ... 127.2 g/mol
HOMO energy (spin up / spin down) ... -6.713 / -7.807 eV

Atom charges from the Mulliken analysis, given in e for atoms 1 to 5: atom 1 (C): 0.188, atom 2 (C): -1.364, atom 3 (C): -1.182, atom 4 (C): -1.128, atom 5 (N): -0.430


x:
A cluster of 2 separate species, C7H13NO in total, computed with ωB97M-V with the def2-TZVPD basis set.

Element x y z (Å)
C (-0.84, -1.72, -1.28)
C (0.41, -1.28, -1.09)
C (1.48, -2.11, -0.42)
O (0.94, -0.07, -1.41)
C (0.11, 0.78, -2.22)
H (-1.18, -2.77, -1.08)
H (-1.69, -1.07, -1.68)
H (1.21, -2.11, 0.53)
H (2.51, -1.53, -0.62)
H (1.38, -3.16, -0.80)
H (-0.12, 0.40, -3.21)
H (0.60, 1.71, -2.52)
H (-0.87, 1.04, -1.94)
C (-0.25, 2.55, 2.50)
C (-0.08, 1.44, 1.51)
C (-0.56, 0.25, 1.58)
N (-0.92, -0.87, 1.90)
H (0.81, 2.91, 2.68)
H (-0.86, 2.07, 3.26)
H (-0.85, 3.38, 1.90)
H (0.51, 1.63, 0.73)
H (-1.75, -1.44, 1.68)

## Properties
Gap between HOMO and LUMO ... 9.03 eV
Molar mass ... 127.2 g/mol
HOMO energy ... -8.143 eV

Atom charges from the Mulliken analysis, given in e for atoms 1 to 5: atom 1 (C): -0.967, atom 2 (C): 0.759, atom 3 (C): -0.988, atom 4 (O): -0.299, atom 5 (C): -1.100


y:
A cluster of 2 separate species, C7H13NO in total, computed with ωB97M-V with the def2-TZVPD basis set.

Element x y z (Å)
C (0.94, 1.92, 0.85)
C (0.81, 0.91, -0.02)
C (2.02, 0.28, -0.64)
C (-0.49, 0.55, -0.61)
C (-1.67, 1.14, -0.33)
O (-0.33, -0.30, -1.69)
N (-1.56, -0.75, -2.26)
H (0.10, 2.47, 1.25)
H (1.90, 2.18, 1.25)
H (2.93, 0.84, -0.38)
H (2.12, -0.73, -0.30)
H (1.92, 0.24, -1.75)
H (-2.57, 0.83, -0.82)
H (-1.75, 1.87, 0.46)
H (-1.59, -1.74, -2.08)
H (-1.46, -0.62, -3.27)
C (-0.64, -1.77, 1.28)
C (0.22, -1.21, 2.13)
H (-0.35, -2.64, 0.70)
H (-1.67, -1.44, 1.17)
H (-0.08, -0.40, 2.77)
H (1.20, -1.63, 2.31)

## Properties
Gap between HOMO and LUMO ... 9.10 eV
Molar mass ... 127.2 g/mol
HOMO energy ... -8.169 eV

Atom charges from the Mulliken analysis, given in e for atoms 1 to 5: atom 1 (C): -1.195, atom 2 (C): 1.046, atom 3 (C): -1.232, atom 4 (C): 0.613, atom 5 (C): -0.969


The most stable arrangement is y, and the next structure is 0.153 eV less stable.


w:
The molecule C7H13NO, computed with ωB97M-V with the def2-TZVPD basis set.

Element x y z (Å)
C (2.32, -0.61, 0.47)
C (0.95, 0.02, 0.54)
C (0.76, 0.90, 1.75)
C (0.16, 0.15, -0.64)
C (0.69, 0.18, -2.04)
C (-1.15, -0.23, -0.26)
C (-2.43, -0.04, -1.01)
N (-1.02, -0.92, 0.90)
O (-2.21, -1.00, 1.66)
H (2.38, -1.38, -0.30)
H (2.57, -1.06, 1.43)
H (3.08, 0.15, 0.25)
H (0.81, 0.31, 2.67)
H (1.56, 1.65, 1.78)
H (-0.20, 1.42, 1.73)
H (-0.11, 0.37, -2.76)
H (1.44, 0.96, -2.17)
H (1.16, -0.77, -2.31)
H (-2.25, -0.04, -2.08)
H (-2.91, 0.91, -0.75)
H (-3.14, -0.85, -0.80)
H (-2.47, -0.10, 1.93)

## Properties
Gap between HOMO and LUMO (spin up / spin down) ... 8.69 / 8.69 eV
Molar mass ... 127.2 g/mol
HOMO energy (spin up / spin down) ... -7.905 / -7.905 eV

Atom charges from the Mulliken analysis, given in e for atoms 1 to 5: atom 1 (C): -1.575, atom 2 (C): 1.298, atom 3 (C): -1.274, atom 4 (C): -0.080, atom 5 (C): -1.450


x:
The molecule C7H13NO, computed with ωB97M-V with the def2-TZVPD basis set.

Element x y z (Å)
H (1.35, -1.42, 1.67)
N (0.63, -1.31, 0.96)
C (0.92, -0.35, 0.15)
C (0.03, -0.06, -1.05)
C (-1.49, -0.08, -0.81)
C (-2.05, -1.49, -0.65)
C (-1.92, 0.83, 0.34)
C (2.17, 0.49, 0.28)
C (2.55, 0.91, 1.50)
O (2.85, 0.83, -0.86)
H (0.29, -0.78, -1.84)
H (0.29, 0.94, -1.44)
H (-1.95, 0.33, -1.73)
H (-1.71, -2.14, -1.46)
H (-3.15, -1.47, -0.68)
H (-1.76, -1.94, 0.30)
H (-3.01, 0.89, 0.39)
H (-1.53, 1.84, 0.21)
H (-1.56, 0.45, 1.31)
H (1.98, 0.67, 2.39)
H (3.43, 1.52, 1.64)
H (3.63, 1.35, -0.62)

## Properties
Gap between HOMO and LUMO ... 9.93 eV
Molar mass ... 127.2 g/mol
HOMO energy ... -9.257 eV

Atom charges from the Mulliken analysis, given in e for atoms 1 to 5: atom 1 (H): 0.292, atom 2 (N): -0.596, atom 3 (C): 0.366, atom 4 (C): -0.775, atom 5 (C): 0.670


The most stable arrangement is x, and the next structure is 2.667 eV less stable.


w:
The ion C3H8NS with charge -1, computed with ωB97M-V with the def2-TZVPD basis set.

Element x y z (Å)
C (-0.41, 0.83, 1.45)
N (-0.66, 0.83, 0.02)
C (0.42, 0.40, -0.87)
C (0.32, -1.19, -0.93)
S (1.87, -1.96, -1.48)
H (0.13, 1.70, 1.90)
H (0.03, -0.14, 1.86)
H (-1.40, 0.94, 1.97)
H (-1.59, 0.33, -0.08)
H (0.20, 0.77, -1.84)
H (1.47, 0.64, -0.51)
H (-0.57, -1.40, -1.56)
H (0.18, -1.75, 0.05)

## Properties
Total charge ... -1
Gap between HOMO and LUMO ... 6.09 eV
Molar mass ... 90.2 g/mol
HOMO energy ... -2.135 eV

Atom charges from the Mulliken analysis, given in e for atoms 1 to 5: atom 1 (C): -0.781, atom 2 (N): -0.396, atom 3 (C): -0.489, atom 4 (C): -0.596, atom 5 (S): -0.711


x:
A cluster of 2 separate species, C3H8NS in total, computed with ωB97M-V with the def2-TZVPD basis set.

Element x y z (Å)
C (0.22, 1.64, 3.41)
S (-0.21, 0.40, 2.10)
H (1.22, 2.05, 3.26)
H (0.20, 1.31, 4.45)
H (-0.51, 2.43, 3.22)
C (-0.16, -0.70, -3.02)
C (-0.23, -1.37, -0.86)
N (-0.92, -1.29, -1.91)
H (-0.51, -1.01, -4.01)
H (-0.25, 0.38, -2.96)
H (0.87, -1.06, -2.95)
H (-0.51, -1.80, 0.10)
H (0.79, -0.98, -0.82)

## Properties
Total charge ... -1
Gap between HOMO and LUMO ... 6.02 eV
Molar mass ... 90.2 g/mol
HOMO energy ... -2.206 eV

Atom charges from the Mulliken analysis, given in e for atoms 1 to 5: atom 1 (C): -0.794, atom 2 (S): -0.722, atom 3 (H): 0.190, atom 4 (H): 0.209, atom 5 (H): 0.163


y:
The ion C3H8NS with charge -1, computed with ωB97M-V with the def2-TZVPD basis set.

Element x y z (Å)
C (1.83, 0.32, 0.48)
N (0.63, 0.68, -0.25)
C (-0.29, -0.46, -0.46)
C (-1.77, -0.08, -0.35)
S (-2.78, -1.42, 0.37)
H (2.71, 0.06, -0.12)
H (1.76, -0.54, 1.16)
H (2.08, 1.16, 1.13)
H (0.12, 1.34, 0.33)
H (-0.18, -0.83, -1.48)
H (-0.12, -1.30, 0.22)
H (-2.13, 0.26, -1.32)
H (-1.86, 0.81, 0.30)

## Properties
Total charge ... -1
Gap between HOMO and LUMO ... 6.16 eV
Molar mass ... 90.2 g/mol
HOMO energy ... -2.262 eV

Atom charges from the Mulliken analysis, given in e for atoms 1 to 5: atom 1 (C): -0.841, atom 2 (N): -0.416, atom 3 (C): -0.444, atom 4 (C): -0.580, atom 5 (S): -0.695


z:
A cluster of 2 separate species, C3H8NS in total, computed with ωB97M-V with the def2-TZVPD basis set.

Element x y z (Å)
C (-0.45, 2.46, -0.93)
S (-1.21, 1.85, 0.57)
H (-0.83, 3.42, -1.31)
H (-0.72, 1.71, -1.74)
H (0.59, 2.20, -0.89)
C (-0.53, -2.29, 1.08)
C (0.66, -1.75, 0.55)
N (0.91, -0.45, 0.05)
H (-1.41, -1.86, 0.57)
H (-0.44, -2.76, 1.97)
H (1.61, -2.49, 0.60)
H (0.15, 0.27, 0.10)
H (1.67, -0.32, -0.62)

## Properties
Total charge ... -1
Gap between HOMO and LUMO ... 6.50 eV
Molar mass ... 90.2 g/mol
HOMO energy ... -2.369 eV

Atom charges from the Mulliken analysis, given in e for atoms 1 to 5: atom 1 (C): -0.877, atom 2 (S): -0.680, atom 3 (H): 0.260, atom 4 (H): 0.214, atom 5 (H): 0.248


The most stable arrangement is y, and the next structure is 0.459 eV less stable.


w:
The molecule C3H3NO2, computed with ωB97M-V with the def2-TZVPD basis set.

Element x y z (Å)
C (-0.74, 0.43, -1.50)
C (0.36, 0.65, -0.86)
N (1.34, 0.87, -0.16)
O (1.37, -0.09, 1.12)
C (0.28, -0.66, 1.55)
O (-0.85, -0.31, 1.34)
H (-0.70, -0.27, -2.29)
H (-1.66, 0.94, -1.30)
H (0.59, -1.55, 2.11)

## Properties
Gap between HOMO and LUMO ... 9.70 eV
Molar mass ... 85.1 g/mol
HOMO energy ... -10.028 eV

Atom charges from the Mulliken analysis, given in e for atoms 1 to 5: atom 1 (C): -0.642, atom 2 (C): 0.521, atom 3 (N): -0.270, atom 4 (O): -0.243, atom 5 (C): 0.227


x:
A cluster of 2 separate species, C3H3NO2 in total, computed with ωB97M-V with the def2-TZVPD basis set.

Element x y z (Å)
O (1.92, -0.10, 2.30)
C (1.23, -0.86, 1.80)
O (0.54, -1.64, 1.37)
C (-0.82, 0.07, -1.15)
C (-0.33, 1.10, -0.26)
N (0.35, 1.95, 0.09)
H (-1.79, -0.26, -0.76)
H (-0.06, -0.79, -1.34)
H (-1.02, 0.52, -2.05)

## Properties
Gap between HOMO and LUMO ... 12.45 eV
Molar mass ... 85.1 g/mol
HOMO energy ... -11.951 eV

Atom charges from the Mulliken analysis, given in e for atoms 1 to 5: atom 1 (O): -0.320, atom 2 (C): 0.668, atom 3 (O): -0.356, atom 4 (C): -0.729, atom 5 (C): 0.295


y:
A cluster of 2 separate species, C3H3NO2 in total, computed with ωB97M-V with the def2-TZVPD basis set.

Element x y z (Å)
O (-4.31, -1.82, -0.07)
C (-3.22, -1.55, -0.05)
O (-2.10, -1.29, 0.00)
C (-0.11, 0.19, -0.06)
C (-1.15, 0.19, -1.08)
N (-1.75, 0.61, -1.98)
H (0.78, 0.87, -0.18)
H (0.50, -0.71, -0.21)
H (-0.51, 0.14, 0.98)

## Properties
Gap between HOMO and LUMO ... 11.30 eV
Molar mass ... 85.1 g/mol
HOMO energy ... -10.843 eV

Atom charges from the Mulliken analysis, given in e for atoms 1 to 5: atom 1 (O): -0.299, atom 2 (C): 0.645, atom 3 (O): -0.370, atom 4 (C): -0.894, atom 5 (C): 0.539


z:
The molecule C3H3NO2, computed with ωB97M-V with the def2-TZVPD basis set.

Element x y z (Å)
O (-3.51, 0.41, 1.01)
N (-3.02, -0.02, 0.00)
O (-3.53, -0.53, -0.93)
C (-1.35, 0.08, -0.12)
C (-0.24, -0.18, -0.74)
C (-0.14, 0.60, 0.56)
H (0.25, -0.68, -1.61)
H (0.40, 0.19, 1.47)
H (0.21, 1.68, 0.40)

## Properties
Gap between HOMO and LUMO ... 10.33 eV
Molar mass ... 85.1 g/mol
HOMO energy ... -10.379 eV

Atom charges from the Mulliken analysis, given in e for atoms 1 to 5: atom 1 (O): -0.501, atom 2 (N): 0.877, atom 3 (O): -0.494, atom 4 (C): 0.066, atom 5 (C): -0.124


The most stable arrangement is x, and the next structure is 0.793 eV less stable.